{
  "formula": "C65H82F3N9OPS2Si",
  "method": "wB97M-V/def2-TZVPD",
  "e_homo_ev": -10.6,
  "charge": 1,
  "e_tot_ha": -4820.6343,
  "largest_force_ev_per_a": 1.5,
  "spin_multiplicity": 1,
  "elements": ["C", "O", "C", "C", "C", "C", "C", "C", "C", "C", "C", "N", "S", "C", "C", "C", "C", "C", "C", "C", "C", "N", "P", "S", "C", "F", "C", "F", "F", "C", "C", "Si", "C", "C", "C", "C", "C", "C", "C", "C", "H", "H", "H", "H", "H", "H", "H", "H", "H", "H", "H", "H", "H", "H", "H", "H", "H", "H", "H", "H", "H", "H", "H", "H", "H", "H", "H", "H", "H", "H", "H", "H", "H", "H", "H", "H", "H", "H", "H", "H", "H", "H", "H", "H", "H", "H", "H", "N", "C", "C", "C", "C", "C", "H", "H", "H", "H", "H", "N", "C", "C", "C", "C", "C", "H", "H", "H", "H", "H", "N", "C", "C", "C", "C", "C", "H", "H", "H", "H", "H", "N", "C", "C", "C", "C", "C", "H", "H", "H", "H", "H", "N", "C", "C", "C", "C", "C", "H", "H", "H", "H", "H", "N", "C", "C", "C", "C", "C", "H", "H", "H", "H", "H", "N", "C", "C", "C", "C", "C", "H", "H", "H", "H", "H"],
  "coordinates": [[8.77920, 2.63132, 1.04117], [8.90974, 1.32924, 0.50445], [8.23674, 1.13283, -0.72550], [7.98919, -0.36327, -0.92488], [6.60855, -0.80263, -0.43165], [6.09502, -2.10306, -1.06098], [4.94109, -2.69981, -0.23223], [3.93197, -3.47011, -1.08831], [2.98923, -2.56958, -1.88657], [2.19595, -1.59334, -1.00014], [2.85803, -0.22634, -0.93039], [2.85776, 0.53266, -2.26008], [1.73345, -0.05692, -3.50850], [2.72426, 2.03109, -2.04901], [3.01643, 2.80438, -3.30753], [4.17321, 2.59115, -4.05493], [4.38896, 3.34038, -5.19834], [3.46342, 4.28715, -5.60808], [2.30678, 4.50228, -4.86895], [2.09035, 3.75236, -3.72236], [3.66573, 2.39366, -0.90527], [3.09355, 1.93690, 0.37354], [4.36895, 1.96956, 1.56133], [5.28387, 3.67415, 1.57855], [2.39405, 0.65349, 0.26676], [2.76538, -0.09369, 1.36827], [0.83250, 0.80626, 0.35492], [0.36363, -0.32238, 0.96784], [0.33931, 0.74621, -0.92575], [0.32008, 2.01528, 1.10297], [-1.13205, 2.38912, 0.72951], [-2.51348, 1.90385, 1.95207], [-2.89923, 3.42798, 2.97892], [-2.14472, 0.41217, 3.02434], [-4.03832, 1.59508, 0.87777], [-4.28544, 2.50074, -0.15045], [-5.37990, 2.35984, -0.99760], [-6.23153, 1.28119, -0.82074], [-6.00607, 0.35330, 0.19050], [-4.91071, 0.50968, 1.02504], [9.75280, 2.99985, 1.36485], [8.36904, 3.34363, 0.32069], [8.11475, 2.61911, 1.91076], [8.83526, 1.55437, -1.54301], [7.28513, 1.68447, -0.70501], [8.76953, -0.86189, -0.34717], [8.14842, -0.61011, -1.97682], [6.65255, -0.92833, 0.65258], [5.90150, 0.00412, -0.67390], [5.74921, -1.91970, -2.08418], [6.92178, -2.81273, -1.11100], [4.47643, -1.93630, 0.39875], [5.38121, -3.41711, 0.46487], [4.50620, -4.09419, -1.77491], [3.33951, -4.15262, -0.47534], [2.27659, -3.19591, -2.42726], [3.56258, -2.03926, -2.65977], [2.23862, -1.98423, 0.01947], [1.14237, -1.55428, -1.25728], [3.91093, -0.42751, -0.71355], [3.78108, 0.42215, -2.68380], [0.70390, 0.80481, -3.40643], [1.70117, 2.24806, -1.74839], [4.90369, 1.85660, -3.72714], [5.28108, 3.17761, -5.78892], [3.62272, 4.86991, -6.50521], [1.58742, 5.24952, -5.17336], [1.18902, 3.91554, -3.13911], [3.81737, 3.46844, -0.91425], [4.64736, 1.93094, -1.10810], [3.77925, 1.65612, 2.78583], [5.25602, 0.93838, 1.19723], [0.37287, 1.74889, 2.16272], [0.97226, 2.87521, 0.97636], [-1.41690, 2.02237, -0.25718], [-1.17611, 3.47892, 0.66236], [-3.08226, 4.29628, 2.34361], [-2.11104, 3.66689, 3.69655], [-3.81658, 3.23994, 3.54368], [-1.08936, 0.20359, 3.18934], [-2.67165, -0.45795, 2.63259], [-2.57707, 0.60814, 4.01232], [-3.62107, 3.34830, -0.30168], [-5.56561, 3.08146, -1.78302], [-7.08149, 1.15370, -1.48081], [-6.69422, -0.47435, 0.30053], [-4.71812, -0.19926, 1.82354], [5.11400, -6.40457, -2.78783], [5.48242, -7.68424, -2.75463], [5.94843, -8.37847, -3.86084], [6.03487, -7.71018, -5.07068], [5.65419, -6.37896, -5.12430], [5.20500, -5.77745, -3.95970], [5.39755, -8.17354, -1.79089], [6.23498, -9.41713, -3.77295], [6.39225, -8.21769, -5.95716], [5.70356, -5.81871, -6.04788], [4.89947, -4.73487, -3.96338], [-3.38623, -0.09875, 6.37352], [-4.54051, -0.74838, 6.23580], [-5.22935, -1.33094, 7.28760], [-4.68475, -1.23683, 8.55816], [-3.48349, -0.56571, 8.72096], [-2.87769, -0.01547, 7.60186], [-4.92905, -0.79746, 5.22289], [-6.16684, -1.84074, 7.11422], [-5.18970, -1.67676, 9.40824], [-3.02506, -0.46746, 9.69521], [-1.93910, 0.52087, 7.68902], [-0.94871, -4.48749, -5.19455], [-0.38657, -3.43881, -4.60030], [-0.98385, -2.72756, -3.57146], [-2.23791, -3.12372, -3.13231], [-2.83676, -4.21294, -3.74156], [-2.15223, -4.85801, -4.76310], [0.59509, -3.15845, -4.97184], [-0.47480, -1.88424, -3.12289], [-2.73771, -2.59364, -2.33127], [-3.81380, -4.55891, -3.43440], [-2.58698, -5.71605, -5.26303], [-2.44235, 5.05986, -2.12782], [-3.15366, 5.98836, -2.76415], [-3.25444, 6.06500, -4.14615], [-2.57954, 5.12772, -4.90989], [-1.83463, 4.15358, -4.26254], [-1.80151, 4.16504, -2.87704], [-3.66660, 6.70403, -2.13174], [-3.84917, 6.84047, -4.60822], [-2.63508, 5.15318, -5.99046], [-1.29536, 3.39876, -4.82018], [-1.23677, 3.41441, -2.32923], [-9.26930, -1.14147, -0.19517], [-8.80652, -2.30206, -0.65769], [-9.61859, -3.32384, -1.12443], [-10.99068, -3.13211, -1.10946], [-11.48954, -1.93167, -0.63154], [-10.59049, -0.97318, -0.18911], [-7.72698, -2.41640, -0.65270], [-9.18532, -4.24492, -1.48942], [-11.65970, -3.90541, -1.46418], [-12.55300, -1.73941, -0.60055], [-10.94159, -0.02035, 0.19121], [-7.36994, 3.06206, 6.07652], [-8.11603, 3.98182, 5.46835], [-8.23559, 4.08780, 4.08951], [-7.53938, 3.19070, 3.29652], [-6.75703, 2.22753, 3.91348], [-6.70978, 2.20580, 5.29858], [-8.64323, 4.66771, 6.12246], [-8.85935, 4.85540, 3.65219], [-7.60344, 3.23821, 2.21627], [-6.18724, 1.51398, 3.33284], [-6.10713, 1.46670, 5.81535], [3.85318, -3.50200, 3.87516], [4.09264, -3.54499, 5.18409], [3.85346, -2.48245, 6.04421], [3.34309, -1.30899, 5.51522], [3.09283, -1.24641, 4.15275], [3.35990, -2.36862, 3.38276], [4.49451, -4.47955, 5.55862], [4.06375, -2.57601, 7.10048], [3.14424, -0.45716, 6.15306], [2.68872, -0.35211, 3.70417], [3.16888, -2.36952, 2.31560]],
  "forces_ev_per_a": [[0.0, 0.3, 0.3], [-0.2, -0.2, -0.1], [0.1, 0.1, 0.1], [0.1, 0.5, 0.1], [0.4, -0.3, -0.5], [-0.2, 0.3, 0.5], [0.4, -0.7, -0.1], [0.2, 0.3, 0.0], [-0.2, -0.2, -0.1], [0.3, -0.3, 0.2], [0.0, -0.2, 0.4], [-1.0, 0.6, 0.2], [0.0, -0.7, -0.8], [0.4, 0.7, 0.1], [0.0, -0.3, -0.2], [-0.3, 0.1, 0.3], [0.3, -0.2, -0.2], [-0.3, 0.2, 0.0], [0.3, -0.2, 0.1], [-0.2, 0.1, 0.1], [-0.2, -0.3, -0.5], [0.7, -0.9, 0.1], [0.5, 1.4, 0.0], [-0.3, -0.2, -0.1], [-0.2, 0.1, -0.3], [-0.1, 0.1, 0.0], [0.0, -0.1, 0.9], [0.0, 0.0, -0.3], [0.1, 0.1, -0.2], [-0.5, 0.2, 0.0], [0.0, 0.0, 0.2], [-0.4, 0.2, -0.2], [0.0, -0.3, 0.1], [-0.4, 0.5, 0.2], [0.3, -0.2, 0.1], [-0.1, 0.3, -0.2], [0.1, -0.1, 0.2], [-0.2, -0.1, -0.1], [0.0, 0.1, -0.2], [0.2, 0.2, 0.2], [0.1, -0.1, -0.1], [0.0, -0.1, -0.1], [0.0, 0.0, -0.1], [0.0, 0.0, 0.0], [-0.1, 0.0, -0.1], [0.0, -0.2, -0.2], [-0.2, -0.1, 0.0], [-0.2, 0.2, 0.1], [0.0, 0.0, 0.2], [0.2, 0.0, -0.1], [-0.1, -0.1, -0.1], [-0.1, 0.0, 0.0], [-0.1, 0.1, 0.1], [-0.1, -0.2, 0.0], [0.0, 0.1, 0.0], [0.1, 0.0, -0.1], [0.0, 0.0, 0.0], [-0.1, 0.1, 0.0], [0.0, 0.2, -0.1], [0.0, 0.3, -0.2], [0.0, -0.2, -0.1], [0.4, 0.3, 0.5], [0.0, -0.3, 0.0], [0.1, 0.0, -0.1], [0.0, 0.0, 0.0], [0.1, -0.1, 0.0], [0.0, 0.0, 0.0], [0.0, 0.0, 0.0], [-0.1, 0.0, 0.3], [0.0, 0.2, 0.0], [-0.2, -0.4, -0.2], [-0.4, -0.3, 0.2], [0.2, 0.0, 0.0], [0.1, -0.1, -0.2], [0.1, 0.0, 0.0], [-0.1, 0.0, -0.1], [0.1, 0.0, 0.0], [0.0, 0.1, 0.0], [0.0, 0.0, 0.1], [0.0, -0.2, -0.1], [0.3, -0.2, -0.1], [0.0, -0.1, 0.0], [0.0, 0.0, 0.0], [0.0, 0.0, 0.0], [0.0, 0.0, 0.1], [0.0, 0.0, 0.1], [-0.1, -0.1, -0.1], [0.0, 0.1, -0.1], [0.0, 0.0, 0.1], [0.0, 0.0, 0.0], [0.0, 0.0, 0.0], [0.0, 0.0, 0.0], [0.0, 0.0, 0.1], [0.0, 0.0, 0.0], [0.0, 0.0, 0.0], [0.0, 0.0, 0.0], [0.0, 0.0, 0.0], [0.0, 0.0, 0.0], [0.0, 0.0, 0.1], [0.1, 0.0, -0.1], [0.0, 0.0, 0.0], [0.0, 0.0, 0.0], [0.0, 0.0, 0.0], [0.0, 0.0, -0.1], [-0.1, 0.0, 0.0], [0.0, 0.0, 0.0], [0.0, 0.0, 0.0], [0.0, 0.0, 0.0], [0.0, 0.0, 0.0], [0.0, 0.0, 0.0], [0.0, 0.0, 0.0], [0.0, 0.0, 0.0], [0.0, 0.0, 0.0], [0.0, 0.0, 0.0], [0.0, 0.0, -0.1], [0.0, 0.0, 0.0], [0.0, 0.0, 0.0], [0.0, 0.0, 0.0], [0.0, 0.0, 0.0], [0.0, 0.0, 0.0], [0.0, -0.1, 0.0], [0.0, 0.0, 0.1], [0.0, 0.0, 0.0], [0.0, 0.0, 0.0], [0.0, 0.0, 0.0], [0.0, 0.0, 0.1], [0.0, 0.0, 0.0], [0.0, 0.0, 0.0], [0.0, 0.0, 0.0], [0.0, 0.0, 0.0], [0.0, 0.0, 0.0], [0.0, -0.1, -0.1], [0.0, 0.1, 0.0], [0.0, 0.0, 0.0], [0.0, 0.0, 0.0], [0.0, 0.0, 0.0], [0.1, 0.1, 0.0], [0.0, 0.0, 0.0], [0.0, 0.0, 0.0], [0.0, 0.0, 0.0], [0.0, 0.0, 0.0], [0.0, 0.0, 0.0], [0.0, 0.0, -0.1], [0.0, 0.0, 0.1], [0.0, 0.0, 0.0], [0.0, 0.0, -0.1], [0.0, 0.0, 0.0], [0.0, 0.0, 0.1], [0.0, 0.0, 0.0], [0.0, 0.0, 0.0], [0.0, 0.0, 0.0], [0.0, 0.0, 0.0], [0.0, 0.0, 0.0], [0.0, 0.0, 0.0], [0.0, -0.1, 0.0], [0.0, 0.0, 0.0], [0.0, 0.0, 0.0], [0.0, -0.1, 0.1], [0.0, 0.0, 0.0], [0.0, 0.0, 0.0], [0.0, 0.0, 0.0], [0.0, 0.0, 0.0], [-0.1, 0.0, 0.0], [0.0, 0.0, 0.0]],
  "mulliken_charge": [-0.677, -0.408, 0.090, -1.050, 0.946, -0.826, -0.111, -0.860, -0.605, -0.931, 1.139, 0.495, -0.028, 0.643, -0.180, -0.579, -0.971, -0.541, -0.736, -0.321, -0.878, 0.200, 0.247, -0.351, 1.051, -0.178, 0.433, -0.438, -0.092, -1.365, -0.893, -0.255, -1.115, -0.729, 1.101, -0.290, -0.817, -0.480, -0.735, -0.516, 0.314, 0.319, 0.199, 0.372, -0.055, 0.357, 0.425, 0.327, -1.104, 0.262, 0.596, -0.231, 0.671, -0.087, 0.588, 0.059, 0.460, 0.064, 0.549, -1.024, 0.912, 0.131, -0.191, 0.383, 0.416, 0.415, 0.506, 0.520, 0.886, -0.212, 0.099, -0.043, 0.817, 0.565, 0.411, 0.498, 0.370, 0.387, 0.251, 0.246, 0.356, 0.068, 0.425, 0.484, 0.464, 0.491, 0.132, -0.243, -0.296, -0.490, -0.116, -0.762, 0.113, 0.374, 0.367, 0.389, 0.348, 0.237, -0.174, -0.182, -0.696, -0.152, -0.573, -0.219, 0.435, 0.383, 0.383, 0.367, 0.370, -0.581, -0.296, 0.385, -0.633, -0.318, -0.289, 0.381, 0.011, 0.563, 0.379, 0.343, -0.355, -0.322, -0.479, -0.367, -0.749, 0.294, 0.390, 0.403, 0.414, 0.423, 0.383, -0.270, 0.089, -0.705, -0.140, -0.478, -0.265, 0.314, 0.341, 0.387, 0.350, 0.372, -0.542, -0.265, -0.399, -0.597, 0.044, -0.311, 0.360, 0.383, 0.442, 0.383, 0.482, -0.463, -0.313, -0.334, -0.860, -0.113, -0.551, 0.376, 0.387, 0.416, 0.504, 0.890]
}